(1)
Molecular formula: C4H10N2O
Method: DFT, ωB97M-V/def2-TZVPD

The geometry in XYZ format:
```
17
C4H10N2O (ωB97M-V/def2-TZVPD)
C 0.44464 -0.01752 0.52921
N -0.89763 -0.19897 0.01631
C -1.96815 -0.29816 0.88432
N -2.92360 -1.23050 0.55826
O -2.04613 0.35524 1.90748
C 1.20747 1.12169 -0.26074
C 2.28128 0.59272 -1.19788
H 0.40391 0.18296 1.59041
H 1.05834 -0.90790 0.35702
H -0.97819 -0.79892 -0.78993
H -2.72443 -1.97939 -0.08317
H -3.60615 -1.39642 1.27527
H 1.60951 1.75105 0.50710
H 0.41256 1.50471 -0.89582
H 2.44998 1.21072 -2.07510
H 2.06474 -0.39267 -1.61645
H 3.21184 0.50136 -0.70631
```

## Properties
**LUMO**: 0.800 eV
**SMILES**: CCCNC(N)=O
**Orbital gap**: 10.32 eV
**Energy above the lowest of the compared OMol25 structures with the same formula, charge and spin**: 66.20 kJ/mol
**E**: -343.1762 a.u.

---

(2)
Molecular formula: C3H6N2O2
Method: DFT, ωB97M-V/def2-TZVPD

The geometry in XYZ format:
```
13
C3H6N2O2 (ωB97M-V/def2-TZVPD)
C -1.71236 -0.37696 -1.00309
O -1.27180 -0.10375 0.32371
C 0.05584 0.09941 0.44467
N 0.76451 0.98296 -0.48873
N 0.67027 0.00290 1.73145
C 1.31501 -0.64952 0.61231
O 2.01207 0.29264 -0.19469
H -2.67390 -0.88662 -0.90805
H -1.00190 -1.02003 -1.53502
H -1.84321 0.55243 -1.56843
H 0.85614 1.93390 -0.12047
H 1.15376 0.84275 2.04824
H 1.67557 -1.67012 0.65811
```

## Properties
**LUMO**: 0.998 eV
**SMILES**: CO[C@]12NO[C@H]1N2
**Orbital gap**: 10.51 eV
**Energy above the lowest of the compared OMol25 structures with the same formula, charge and spin**: 542.37 kJ/mol
**E**: -377.7528 a.u.

---

(3)
Molecular formula: C4H6ClIO
Method: DFT, ωB97M-V/def2-TZVPD

The geometry in XYZ format:
```
13
C4H6ClIO (ωB97M-V/def2-TZVPD)
C -0.02587 -0.50964 1.01011
C 1.04341 0.51792 1.14463
C -0.12470 0.05937 -1.44636
C -0.98242 -0.38369 -0.32897
O -0.36847 -1.27372 1.86564
Cl -1.58475 -2.06479 -0.56767
I -2.56785 1.10808 0.07878
H 0.85461 1.54384 0.82350
H 1.98248 0.10323 0.51512
H 1.37568 0.36535 2.10072
H -0.31482 -0.36425 -2.36799
H 0.86975 -0.25146 -1.29627
H -0.15704 1.14976 -1.53124
```

## Properties
**LUMO**: -0.324 eV
**SMILES**: CC(=O)[C@@](C)(Cl)I
**Orbital gap**: 9.39 eV
**Energy above the lowest of the compared OMol25 structures with the same formula, charge and spin**: 63.33 kJ/mol
**E**: -989.0995 a.u.

---

(4)
Molecular formula: C48H72O36
Method: DFT, ωB97M-V/def2-TZVPD

The geometry in XYZ format:
```
156
C48H72O36 (ωB97M-V/def2-TZVPD)
C 23.56221 -13.59825 17.18254
C 23.74231 -14.00696 18.64739
C 24.40318 -13.02764 19.59376
O 23.56417 -12.92687 20.74278
C 22.33918 -13.47419 20.48200
O 21.32245 -13.36353 21.13623
O 22.42619 -14.16536 19.22585
H 23.07122 -14.38785 16.61373
H 24.58273 -13.38412 16.86504
H 23.06213 -12.63301 17.10299
H 24.35310 -14.90952 18.62651
H 24.47375 -12.05009 19.11677
H 25.42653 -13.28351 19.86831
C 15.87407 -5.06977 16.35501
C 17.05668 -5.89268 16.80788
C 17.04725 -6.46015 18.19000
O 17.47170 -7.78924 18.07702
C 17.67432 -8.04132 16.76112
O 18.10351 -9.12975 16.40725
O 17.14730 -7.03854 15.97815
H 16.13267 -4.12954 16.84202
H 14.91851 -5.49482 16.66216
H 15.77848 -4.92477 15.27893
H 17.98549 -5.33409 16.69212
H 16.17419 -6.28221 18.81784
H 17.81593 -5.88363 18.70464
C 7.02842 -19.57674 16.05089
C 7.11755 -20.68872 14.96981
C 7.12664 -22.06026 15.56760
O 6.27753 -22.70838 14.52211
C 5.45261 -21.76444 13.99068
O 4.47237 -21.99164 13.27645
O 5.82458 -20.60425 14.46025
H 6.96078 -20.01326 17.04737
H 6.60678 -18.59872 15.81894
H 8.06129 -19.30130 16.26398
H 7.88473 -20.51769 14.21465
H 6.70367 -22.04349 16.57204
H 8.00406 -22.68688 15.40764
C 26.69832 -21.87109 16.63464
C 26.45646 -23.20601 17.28095
C 25.67628 -24.26254 16.48405
O 26.50033 -25.40695 16.49158
C 27.58230 -25.25650 17.02160
O 28.46034 -26.12129 17.18792
O 27.63688 -23.95558 17.41021
H 27.03646 -22.07541 15.61876
H 27.36877 -21.27632 17.25501
H 25.73230 -21.36626 16.64103
H 25.93516 -22.99985 18.21574
H 25.53326 -24.00460 15.43471
H 24.76993 -24.67484 16.92749
C 21.90975 -18.41163 4.93223
C 20.53684 -18.86873 5.48186
C 19.40627 -18.33383 4.68524
O 19.37650 -19.17110 3.56209
C 19.82755 -20.39660 3.90743
O 19.85930 -21.41751 3.32677
O 20.44875 -20.21649 5.19139
H 22.60943 -18.86522 5.63423
H 21.96822 -17.32639 4.84888
H 22.07559 -18.92121 3.98306
H 20.43278 -18.74580 6.55990
H 19.51528 -17.29960 4.35877
H 18.41313 -18.43121 5.12376
C 26.64062 -16.74145 11.31456
C 27.49807 -15.57344 11.38207
C 28.85474 -16.00823 11.77584
O 29.74958 -15.17700 10.98445
C 29.13785 -14.85081 9.82965
O 29.72929 -14.27738 8.90695
O 27.80069 -15.07102 9.99648
H 25.72986 -16.61510 10.72919
H 26.54656 -17.14545 12.32255
H 27.13625 -17.55887 10.79085
H 27.16840 -14.66726 11.89027
H 29.05815 -17.05579 11.55370
H 29.06698 -15.85764 12.83432
C 16.15900 -24.15856 7.96985
C 16.22891 -25.57581 7.46272
C 17.62148 -26.13302 7.31674
O 17.52954 -27.48644 7.70599
C 16.32056 -27.73656 8.19449
O 16.01565 -28.79551 8.73513
O 15.66318 -26.52885 8.31802
H 15.15782 -24.04199 8.38476
H 16.49548 -23.38866 7.27550
H 16.77071 -24.11085 8.87076
H 15.58650 -25.71386 6.59302
H 18.31383 -25.42003 7.76438
H 17.83019 -26.06603 6.24899
C 18.14169 -20.19201 22.67691
C 17.69742 -20.88207 21.27753
C 18.56101 -21.90869 20.70469
O 17.71143 -23.04467 20.67553
C 16.45975 -22.74731 20.80320
O 15.62916 -23.59735 20.55250
O 16.40505 -21.46930 21.31680
H 18.21807 -20.93156 23.47399
H 17.33317 -19.49257 22.88949
H 19.07558 -19.66568 22.47962
H 17.42929 -20.09823 20.56916
H 19.23638 -22.08452 21.54198
H 18.98887 -21.76893 19.71196
C 6.48032 -23.64135 5.98138
C 7.87000 -23.73732 6.40628
C 8.98470 -23.93110 5.46853
O 9.89495 -23.00097 5.77332
C 9.37977 -22.15248 6.61216
O 9.90311 -21.19816 7.14111
O 8.17573 -22.46348 6.93459
H 6.54366 -22.99886 5.10315
H 5.77996 -23.35138 6.76466
H 6.20177 -24.49581 5.36460
H 8.01019 -24.47202 7.19917
H 8.63950 -23.85294 4.43759
H 9.43647 -24.91053 5.62577
C 11.29233 -10.58494 15.52600
C 9.94150 -10.23997 14.71757
C 8.59851 -10.31385 15.60778
O 8.14675 -8.93326 15.37333
C 9.06261 -8.18297 14.65693
O 9.01275 -6.96542 14.62648
O 10.11253 -8.93296 14.18371
H 11.65412 -9.73949 16.11116
H 12.09933 -10.88185 14.85615
H 11.32818 -11.36993 16.28138
H 9.90677 -10.91980 13.86626
H 8.59946 -10.55115 16.67163
H 7.84965 -10.91297 15.08974
C 12.94113 -10.52486 24.36641
C 12.33258 -11.45362 23.27925
C 12.77513 -12.88304 23.49357
O 11.49157 -13.48381 23.55805
C 10.55290 -12.70960 23.27159
O 9.41601 -12.93868 23.25079
O 10.95088 -11.49697 23.00695
H 13.97075 -10.84375 24.52860
H 12.46665 -10.68271 25.33494
H 12.68870 -9.51742 24.03556
H 12.79007 -11.13848 22.34144
H 13.36886 -13.00401 24.39963
H 13.25251 -13.27700 22.59636
C 15.71284 -17.43504 15.46248
C 16.02899 -18.81929 14.78624
C 16.24003 -18.69306 13.22133
O 17.61564 -18.71312 13.08098
C 18.25852 -19.04667 14.25624
O 19.45112 -19.04327 14.35321
O 17.32240 -19.11000 15.20913
H 16.01565 -17.49586 16.50781
H 14.67091 -17.12069 15.40199
H 16.36537 -16.60998 15.17689
H 15.35769 -19.57502 15.19407
H 16.05725 -17.67316 12.88295
H 15.54977 -19.26095 12.59752
```

## Properties
**LUMO**: -0.193 eV
**SMILES**: C[C@H]1COC(=O)O1.C[C@H]1COC(=O)O1.C[C@H]1COC(=O)O1.C[C@H]1COC(=O)O1.C[C@H]1COC(=O)O1.C[C@H]1COC(=O)O1.C[C@H]1COC(=O)O1.C[C@H]1COC(=O)O1.C[C@H]1COC(=O)O1.C[C@H]1COC(=O)O1.C[C@H]1COC(=O)O1.C[C@H]1COC(=O)O1
**Orbital gap**: 10.53 eV
**Energy above the lowest of the compared OMol25 structures with the same formula, charge and spin**: 1215.69 kJ/mol
**E**: -4580.6887 a.u.

---

(5)
Molecular formula: C4H11N3
Method: DFT, ωB97M-V/def2-TZVPD

The geometry in XYZ format:
```
18
C4H11N3 (ωB97M-V/def2-TZVPD)
C -2.35089 0.10828 1.76407
C 1.81376 -0.72383 0.85295
C 1.18038 -0.12960 -1.72562
C 0.97937 -0.70443 -0.37457
N -1.17239 -0.05436 1.29982
N -1.26270 1.02795 -0.82240
N -0.58893 0.51780 0.27465
H -2.64761 -0.31548 2.82077
H -3.24847 0.74235 1.25850
H 2.31305 0.22809 0.86872
H 1.18441 -0.92135 1.82573
H 2.67862 -1.34262 0.69182
H 1.08576 -0.84443 -2.53667
H 2.20548 0.36937 -1.84158
H 0.66985 0.78289 -1.90081
H 0.31202 -1.64544 -0.51965
H -0.90842 1.96590 -0.86557
H -2.24327 0.93890 -1.07014
```

## Properties
**LUMO**: 0.988 eV
**Orbital gap**: 8.38 eV
**Energy above the lowest of the compared OMol25 structures with the same formula, charge and spin**: 617.63 kJ/mol
**E**: -323.0713 a.u.

---

(6)
Molecular formula: C21H30Br48GaO2
Method: DFT, ωB97M-V/def2-TZVPD

The geometry in XYZ format:
```
102
C21H30Br48GaO2 (ωB97M-V/def2-TZVPD)
C -1.99561 1.42275 -2.07435
C -0.45193 0.85006 -1.91806
C -0.40592 -0.77147 -1.60987
C -0.08432 -1.68950 -2.95519
Ga 1.21156 -3.20505 -2.26995
C 0.31020 -4.41427 -0.81376
O 1.15937 -4.54826 0.39150
O 0.58046 -4.04015 1.44760
H -2.43609 1.31368 -3.15778
H -2.65764 0.89930 -1.24545
H -1.96845 2.57797 -1.80651
H -0.01565 1.37142 -0.93761
H 0.23867 1.16478 -2.83894
H -1.35744 -1.16833 -1.02433
H 0.53478 -0.93260 -0.89595
H -1.09350 -2.23465 -3.24739
H 0.38750 -1.07641 -3.83806
H 2.41010 -2.41189 -1.50615
H 1.73915 -4.15517 -3.44163
H -0.72327 -3.95783 -0.43068
H 0.09456 -5.51122 -1.22237
H 1.20547 -3.30895 1.77379
C -5.58793 3.57049 -3.05337
Br -4.78559 5.18419 -2.32104
Br -4.49604 2.79534 -4.46447
Br -6.00271 2.27365 -1.66411
H -6.53861 3.86498 -3.51001
C -1.58500 7.27406 -4.00511
Br -0.57530 5.74967 -3.34117
Br -2.77018 6.77680 -5.46537
Br -2.53942 8.18749 -2.57729
H -0.85895 7.98621 -4.41097
C -8.94173 3.65388 -6.11919
Br -8.13940 5.26758 -5.38686
Br -7.84985 2.87872 -7.53029
Br -9.35652 2.35703 -4.72992
H -9.89241 3.94837 -6.57582
C 2.85064 -0.29946 3.04516
Br 4.67419 0.36129 3.19404
Br 1.99442 0.30186 1.40517
Br 2.76305 -2.23287 3.24054
H 2.28526 0.13198 3.87777
C -12.64538 4.82480 -3.63420
Br -11.27092 5.38054 -2.37480
Br -12.43916 5.69539 -5.36157
Br -12.73070 2.88895 -3.80492
H -13.60631 5.15224 -3.22382
C 2.09362 4.77807 1.89207
Br 3.10332 3.25368 2.55601
Br 0.90844 4.28081 0.43181
Br 1.13920 5.69150 3.31988
H 2.81967 5.49022 1.48620
C 5.59160 -2.56625 0.59056
Br 6.32467 -0.85001 0.04173
Br 4.77370 -3.51364 -0.89865
Br 6.91538 -3.65983 1.50469
H 4.79541 -2.35762 1.31276
C 1.12475 6.59915 7.59169
Br 2.62236 7.04012 6.43119
Br -0.58367 6.85038 6.69589
Br 1.29246 4.81254 8.34258
H 1.15238 7.30242 8.43053
C 4.04785 -4.34202 -5.72536
Br 2.67825 -4.09913 -4.36547
Br 5.73513 -4.93037 -4.95646
Br 3.45104 -5.52337 -7.15089
H 4.22728 -3.36089 -6.17725
C 3.14628 -9.76964 -6.75405
Br 4.15598 -11.29402 -6.09010
Br 1.96110 -10.26689 -8.21430
Br 2.19186 -8.85621 -5.32623
H 3.87233 -9.05749 -7.15991
C 1.91395 3.65745 12.35238
Br 1.17999 4.57750 13.90122
Br 3.50920 4.54061 11.67452
Br 2.22816 1.77180 12.71226
H 1.15860 3.71046 11.56139
C -5.46786 10.68290 -2.33428
Br -6.85826 9.34470 -2.57944
Br -5.75369 12.23944 -3.46555
Br -5.25928 11.17581 -0.46413
H -4.52474 10.22589 -2.65159
C 7.46009 6.06841 12.89484
Br 6.28176 7.20927 11.84889
Br 6.47661 5.01978 14.20535
Br 8.57633 4.94839 11.76193
H 8.13197 6.72883 13.45292
C 2.67075 -3.56637 7.15363
Br 1.93680 -2.64632 8.70247
Br 4.26600 -2.68322 6.47577
Br 2.98497 -5.45202 7.51351
H 1.91541 -3.51336 6.36264
C 2.20355 -8.54824 -1.23085
Br 3.70255 -9.71672 -0.81644
Br 2.73628 -7.06337 -2.36911
Br 0.70357 -9.53357 -1.98124
H 1.86187 -8.11832 -0.28351
C 1.63829 -14.49251 -6.00388
Br 2.64800 -16.01689 -5.33993
Br 0.45311 -14.98976 -7.46413
Br 0.68387 -13.57908 -4.57606
H 2.36434 -13.78036 -6.40974
```

## Properties
**LUMO**: 0.514 eV
**Orbital gap**: 5.16 eV
**Total charge**: -1
**E**: -126445.6078 a.u.

---

(7)
Molecular formula: N3O3
Method: DFT, ωB97M-V/def2-TZVPD

The geometry in XYZ format:
```
6
N3O3 (ωB97M-V/def2-TZVPD)
N -1.76162 1.04214 0.12334
N 1.11344 0.03064 -0.12754
N -1.42029 -0.01798 0.00171
O -1.36482 -1.17528 -0.12002
O 1.72894 -1.01884 0.18446
O 1.70435 1.13931 -0.06195
```

## Properties
**LUMO**: 4.371 eV
**Orbital gap**: 7.39 eV
**Total charge**: -1
**Energy above the lowest of the compared OMol25 structures with the same formula, charge and spin**: 189.75 kJ/mol
**E**: -389.8944 a.u.

---

(8)
Molecular formula: C9H14N2
Method: DFT, ωB97M-V/def2-TZVPD

The geometry in XYZ format:
```
25
C9H14N2 (ωB97M-V/def2-TZVPD)
C 1.08824 1.82667 1.15387
C 1.60895 3.29123 -0.28572
C 0.52031 1.34287 -0.02396
C -1.25967 0.45353 -1.38230
C -0.39034 0.24860 -0.35063
C -1.19445 -1.28059 1.51422
C -1.00926 -2.09106 -0.75337
C 1.17957 -1.55702 0.29912
C -0.29734 -1.14270 0.22234
N 1.74513 3.01387 0.93581
N 0.88469 2.31868 -0.93191
H 0.97949 1.46750 2.10332
H 1.99436 4.20503 -0.78576
H -1.83223 -0.28903 -1.87147
H -1.37371 1.48981 -1.64682
H -1.17738 -2.34096 2.00736
H -1.02161 -0.45823 2.30592
H -2.24537 -0.90659 1.33054
H -1.09451 -3.09987 -0.34792
H -0.66538 -2.11041 -1.78240
H -2.01748 -1.75695 -0.87353
H 1.38902 -2.54641 0.65237
H 1.61789 -0.97929 1.06368
H 1.71910 -1.30069 -0.62457
H 0.85198 2.20200 -1.92819
```

## Properties
**LUMO**: 0.768 eV
**SMILES**: C=C(c1cnc[nH]1)C(C)(C)C
**Orbital gap**: 9.09 eV
**Energy above the lowest of the compared OMol25 structures with the same formula, charge and spin**: 154.10 kJ/mol
**E**: -460.7938 a.u.